1.
{"formula": "C46H42CoN8O2P2", "method": "ωB97M-V with the def2-TZVPD basis set", "elements": ["Co", "C", "N", "C", "C", "C", "C", "C", "N", "C", "C", "C", "C", "C", "C", "H", "H", "H", "H", "H", "H", "H", "H", "H", "H", "H", "O", "P", "C", "P", "O", "C", "C", "C", "C", "C", "C", "C", "C", "C", "C", "C", "C", "C", "C", "C", "C", "C", "C", "C", "C", "C", "C", "C", "C", "H", "H", "H", "H", "H", "H", "H", "H", "H", "H", "H", "H", "H", "H", "H", "H", "H", "H", "H", "H", "H", "H", "N", "N", "N", "C", "N", "N", "H", "H", "H", "C", "C", "C", "C", "C", "C", "C", "C", "N", "H", "H", "H", "H", "H", "H"], "coordinates": [[0.32, 0.85, 0.46], [3.13, 0.45, 1.96], [1.85, 1.12, 1.86], [1.51, 1.99, 2.74], [0.28, 2.68, 2.60], [-0.41, 3.54, 3.44], [-1.63, 3.80, 2.81], [-1.62, 3.09, 1.61], [-0.46, 2.41, 1.47], [4.31, 1.26, 1.45], [5.59, 0.73, 1.58], [6.69, 1.41, 1.08], [6.52, 2.63, 0.43], [5.25, 3.16, 0.31], [4.15, 2.48, 0.81], [3.07, -0.47, 1.36], [3.33, 0.13, 2.99], [2.16, 2.20, 3.60], [-0.07, 3.92, 4.39], [-2.43, 4.44, 3.17], [-2.39, 3.04, 0.86], [5.74, -0.22, 2.09], [7.68, 0.99, 1.20], [7.38, 3.16, 0.04], [5.11, 4.12, -0.18], [3.17, 2.92, 0.74], [-0.64, -0.45, 1.80], [-1.44, -1.71, 1.91], [-2.23, -2.03, 0.31], [-1.12, -1.75, -1.10], [-0.37, -0.45, -0.95], [-0.02, -3.16, -1.15], [1.35, -2.94, -1.05], [2.22, -4.02, -1.04], [1.72, -5.31, -1.13], [0.36, -5.53, -1.24], [-0.52, -4.46, -1.24], [-2.15, -1.72, -2.56], [-1.96, -2.58, -3.64], [-2.76, -2.46, -4.77], [-3.74, -1.48, -4.83], [-3.93, -0.62, -3.75], [-3.13, -0.74, -2.63], [-2.75, -1.57, 3.12], [-3.51, -0.40, 3.09], [-4.52, -0.21, 4.00], [-4.79, -1.18, 4.95], [-4.03, -2.34, 5.00], [-3.01, -2.54, 4.08], [-0.41, -3.13, 2.30], [0.90, -2.88, 2.70], [1.74, -3.93, 3.02], [1.27, -5.24, 2.94], [-0.04, -5.49, 2.54], [-0.88, -4.44, 2.22], [-3.06, -1.31, 0.22], [-2.66, -3.03, 0.26], [1.73, -1.93, -0.98], [3.28, -3.85, -0.95], [2.40, -6.15, -1.12], [-0.03, -6.54, -1.31], [-1.58, -4.64, -1.32], [-1.18, -3.34, -3.61], [-2.61, -3.13, -5.61], [-4.36, -1.39, -5.71], [-4.68, 0.15, -3.80], [-3.27, -0.04, -1.80], [-3.27, 0.38, 2.37], [-5.10, 0.71, 3.98], [-5.59, -1.03, 5.67], [-4.23, -3.09, 5.75], [-2.41, -3.44, 4.14], [1.25, -1.85, 2.75], [2.75, -3.74, 3.33], [1.92, -6.06, 3.19], [-0.40, -6.51, 2.48], [-1.90, -4.65, 1.91], [4.56, 0.64, -2.85], [3.41, 1.18, -2.29], [3.04, 2.42, -2.51], [1.98, 2.51, -1.72], [1.75, 1.37, -1.07], [2.68, 0.52, -1.45], [4.79, 1.24, -3.63], [4.33, -0.29, -3.18], [1.39, 3.41, -1.61], [-1.33, 2.30, -2.11], [-1.52, 3.57, -2.66], [-1.77, 4.70, -1.84], [-1.93, 5.95, -2.39], [-1.84, 6.12, -3.78], [-1.59, 5.02, -4.61], [-1.43, 3.77, -4.06], [-2.01, 7.43, -4.35], [-2.14, 8.47, -4.80], [-1.08, 1.45, -2.72], [-1.46, 2.14, -1.05], [-1.82, 4.58, -0.77], [-2.12, 6.81, -1.76], [-1.53, 5.17, -5.68], [-1.24, 2.92, -4.70]], "multiplicity": 5, "mol_weight_g_mol": 859.78, "max_force_ev_per_a": 0.3, "orbital_gap_ev": [7.43, 6.56], "total_charge": 1}

---

2.
{"formula": "C27H44BrHgNP2S", "method": "ωB97M-V with the def2-TZVPD basis set", "elements": ["C", "C", "C", "C", "N", "C", "C", "C", "C", "C", "C", "C", "C", "C", "Hg", "P", "H", "H", "H", "H", "H", "H", "H", "H", "C", "C", "H", "H", "H", "H", "H", "C", "C", "H", "H", "H", "H", "H", "C", "C", "H", "H", "H", "H", "H", "Br", "P", "C", "C", "H", "H", "H", "H", "H", "C", "C", "H", "H", "H", "H", "H", "C", "C", "H", "H", "H", "H", "H", "C", "S", "C", "H", "H", "H", "H", "H", "H"], "coordinates": [[3.30, -2.10, 1.94], [3.17, -1.86, 0.55], [3.21, -2.95, -0.34], [3.48, -4.22, 0.19], [3.63, -4.43, 1.50], [3.57, -3.41, 2.35], [2.98, -0.54, 0.06], [2.53, 0.55, -0.31], [2.81, 1.84, -0.79], [1.82, 2.75, -1.18], [2.16, 3.98, -1.75], [3.52, 4.28, -1.88], [4.53, 3.41, -1.47], [4.16, 2.19, -0.93], [-0.52, 0.41, -0.17], [-1.05, -1.95, 0.85], [3.02, -2.83, -1.41], [3.17, -1.30, 2.67], [3.57, -5.09, -0.48], [3.72, -3.63, 3.42], [4.90, 1.44, -0.62], [0.77, 2.49, -1.06], [5.57, 3.67, -1.57], [1.41, 4.68, -2.08], [-2.90, -2.03, 0.91], [-3.58, -3.40, 0.92], [-3.23, -1.45, 0.03], [-3.18, -1.46, 1.80], [-4.67, -3.23, 0.91], [-3.33, -4.00, 0.03], [-3.34, -3.98, 1.82], [-0.50, -3.44, -0.10], [-0.39, -4.78, 0.64], [0.48, -3.16, -0.52], [-1.19, -3.55, -0.95], [-0.10, -5.56, -0.09], [0.40, -4.77, 1.41], [-1.33, -5.10, 1.10], [-0.46, -2.24, 2.56], [-1.28, -3.16, 3.46], [-0.40, -1.23, 3.01], [0.58, -2.60, 2.48], [-0.81, -3.20, 4.45], [-2.31, -2.81, 3.60], [-1.32, -4.20, 3.09], [4.00, 5.98, -2.64], [-0.76, 0.07, -2.66], [-1.73, -1.42, -3.09], [-2.63, -1.27, -4.32], [-2.34, -1.67, -2.20], [-1.02, -2.26, -3.22], [-3.18, -2.21, -4.44], [-3.35, -0.45, -4.20], [-2.04, -1.11, -5.24], [-1.74, 1.57, -3.06], [-1.62, 2.11, -4.48], [-1.40, 2.34, -2.34], [-2.79, 1.35, -2.80], [-2.23, 3.03, -4.52], [-0.58, 2.38, -4.73], [-2.01, 1.41, -5.23], [0.81, 0.06, -3.59], [0.72, -0.52, -5.01], [1.53, -0.51, -2.97], [1.20, 1.09, -3.60], [1.73, -0.48, -5.45], [0.39, -1.57, -5.00], [0.05, 0.07, -5.65], [-2.30, 3.97, 0.93], [-1.46, 2.48, 1.59], [0.18, 3.18, 1.85], [-3.01, 3.68, 0.14], [-1.59, 4.69, 0.54], [-2.85, 4.39, 1.77], [0.38, 4.03, 1.18], [0.21, 3.51, 2.90], [0.97, 2.42, 1.70]], "mol_weight_g_mol": 757.17, "max_force_ev_per_a": 3.0, "orbital_gap_ev": 6.50, "total_charge": 2}

---

3.
{"formula": "C6CsF18Li2N3O12S6", "method": "ωB97M-V with the def2-TZVPD basis set", "elements": ["Li", "Li", "Cs", "C", "F", "F", "F", "S", "O", "O", "N", "S", "O", "O", "C", "F", "F", "F", "C", "F", "F", "F", "S", "O", "O", "N", "S", "O", "O", "C", "F", "F", "F", "C", "F", "F", "F", "S", "O", "O", "N", "S", "O", "O", "C", "F", "F", "F"], "coordinates": [[0.35, 1.87, -1.48], [0.20, -0.11, 0.11], [-1.19, 0.52, 4.70], [-2.20, -0.98, -2.42], [-1.01, -1.36, -2.87], [-3.18, -1.29, -3.28], [-2.49, -1.66, -1.32], [-2.14, 0.98, -2.06], [-1.26, 1.60, -3.06], [-3.53, 1.50, -2.11], [-1.13, 1.07, -0.62], [-2.24, 1.29, 0.47], [-3.43, 0.45, 0.28], [-1.65, 1.12, 1.79], [-2.70, 3.23, 0.33], [-1.61, 3.90, -0.15], [-3.71, 3.38, -0.49], [-3.04, 3.74, 1.53], [-1.93, -2.67, 2.56], [-2.10, -3.59, 3.53], [-2.50, -3.13, 1.42], [-2.48, -1.44, 2.82], [-0.01, -2.59, 2.31], [0.44, -1.71, 3.39], [0.43, -3.99, 2.48], [0.06, -1.89, 0.67], [1.16, -2.64, -0.06], [1.38, -1.73, -1.17], [2.39, -2.88, 0.76], [0.29, -4.30, -0.71], [1.20, -4.86, -1.50], [-0.15, -5.17, 0.26], [-0.84, -3.87, -1.37], [2.09, 3.39, 1.48], [2.41, 4.05, 0.39], [2.96, 3.73, 2.45], [0.78, 3.57, 1.75], [2.33, 1.46, 1.27], [3.61, 0.95, 1.74], [1.23, 0.81, 1.99], [1.86, 1.18, -0.40], [3.29, 1.10, -1.04], [4.06, 2.31, -0.89], [3.98, -0.11, -0.74], [2.62, 1.17, -2.88], [1.81, 0.12, -3.10], [1.95, 2.32, -3.04], [3.67, 1.17, -3.74]], "mol_weight_g_mol": 987.23, "max_force_ev_per_a": 6.7, "orbital_gap_ev": 9.53}

---

4.
{"formula": "C2HBrFN", "method": "ωB97M-V with the def2-TZVPD basis set", "elements": ["C", "C", "N", "F", "Br", "H"], "coordinates": [[0.69, 1.23, -0.91], [-0.13, 0.64, 0.11], [1.37, 1.67, -1.72], [-1.23, 0.11, -1.79], [-1.39, 1.76, 0.84], [0.11, -0.34, 0.53]], "mol_weight_g_mol": 137.94, "max_force_ev_per_a": 3.5, "orbital_gap_ev": [8.15, 8.03]}

---

5.
{"formula": "CH2Br2O2", "method": "ωB97M-V with the def2-TZVPD basis set", "elements": ["O", "C", "O", "Br", "H", "Br", "H"], "coordinates": [[-1.81, -0.69, 1.57], [-2.15, -0.59, 0.46], [-1.69, -1.28, -0.61], [-3.59, 0.49, -0.09], [-1.48, -2.22, -0.43], [0.75, 1.54, 0.24], [0.03, 2.71, -0.52]], "smiles": "O=C(O)Br.Br", "mol_weight_g_mol": 205.83, "max_force_ev_per_a": 2.8, "orbital_gap_ev": 10.95}

---

6.
{"formula": "C46H82N2O13", "method": "ωB97M-V with the def2-TZVPD basis set", "elements": ["C", "C", "C", "C", "C", "C", "N", "C", "C", "N", "C", "C", "C", "C", "C", "C", "C", "C", "C", "C", "C", "C", "C", "O", "C", "H", "H", "H", "H", "H", "H", "H", "H", "H", "H", "H", "H", "H", "H", "H", "H", "H", "H", "H", "H", "H", "H", "H", "H", "H", "H", "C", "O", "C", "C", "O", "C", "C", "O", "C", "H", "H", "H", "H", "H", "H", "H", "H", "H", "H", "H", "H", "H", "H", "C", "O", "C", "C", "O", "C", "C", "O", "C", "H", "H", "H", "H", "H", "H", "H", "H", "H", "H", "H", "H", "H", "H", "C", "O", "C", "C", "O", "C", "C", "O", "C", "H", "H", "H", "H", "H", "H", "H", "H", "H", "H", "H", "H", "H", "H", "C", "O", "C", "C", "O", "C", "C", "O", "C", "H", "H", "H", "H", "H", "H", "H", "H", "H", "H", "H", "H", "H", "H"], "coordinates": [[6.26, -5.56, -3.35], [6.11, -4.33, -2.91], [6.25, -2.97, -2.03], [5.56, -1.75, -2.82], [6.16, -1.35, -4.23], [5.56, -0.16, -5.13], [6.20, 0.06, -6.42], [5.51, 1.14, -7.08], [4.31, 1.98, -6.52], [3.72, 1.73, -5.23], [4.35, 0.62, -4.54], [3.73, 0.22, -3.11], [2.46, 1.08, -2.59], [1.78, 1.98, -1.91], [4.30, -0.97, -2.22], [3.58, -1.32, -0.84], [3.01, -2.82, -0.72], [2.23, -3.37, -2.02], [0.62, -3.22, -1.96], [0.21, -2.05, -3.04], [-1.36, -2.11, -3.46], [-1.80, -0.61, -3.88], [-2.56, 0.22, -2.72], [-2.45, -0.36, -1.39], [-1.21, 0.05, -0.73], [6.17, -6.50, -4.02], [5.75, -3.15, -1.01], [7.36, -2.72, -1.80], [7.06, -1.95, -4.67], [5.88, 1.41, -8.15], [3.86, 2.84, -7.15], [1.00, 2.49, -1.23], [2.74, -0.60, -0.53], [4.40, -1.21, -0.01], [2.23, -2.81, 0.15], [3.80, -3.61, -0.38], [2.44, -4.52, -2.07], [2.58, -2.94, -3.02], [0.19, -3.04, -0.91], [0.19, -4.20, -2.42], [0.55, -1.04, -2.60], [0.81, -2.23, -4.02], [-2.00, -2.57, -2.63], [-1.51, -2.76, -4.41], [-2.52, -0.65, -4.79], [-0.84, -0.08, -4.28], [-2.11, 1.29, -2.72], [-3.68, 0.32, -3.01], [-0.71, -0.85, -0.20], [-1.41, 0.85, 0.08], [-0.51, 0.50, -1.52], [10.39, -0.85, -5.79], [10.30, -2.13, -6.39], [9.38, -2.15, -7.48], [9.56, -3.42, -8.31], [10.63, -3.31, -9.25], [11.95, -3.42, -8.69], [12.32, -4.85, -8.32], [11.79, -5.18, -7.04], [11.85, -6.58, -6.79], [9.42, -0.52, -5.43], [11.09, -0.91, -4.95], [10.79, -0.13, -6.52], [9.52, -1.27, -8.11], [8.36, -2.13, -7.06], [8.66, -3.56, -8.91], [9.67, -4.30, -7.68], [12.08, -2.73, -7.85], [12.62, -3.09, -9.49], [13.41, -4.94, -8.27], [11.93, -5.54, -9.08], [11.23, -7.12, -7.51], [11.46, -6.76, -5.79], [12.89, -6.93, -6.84], [-4.91, 0.39, 0.30], [-6.25, 0.84, 0.21], [-6.37, 2.22, 0.54], [-7.73, 2.76, 0.10], [-7.76, 3.11, -1.28], [-7.83, 2.01, -2.19], [-9.22, 1.38, -2.25], [-9.39, 0.46, -1.18], [-10.75, 0.08, -1.02], [-4.52, 0.54, 1.31], [-4.89, -0.68, 0.07], [-4.28, 0.91, -0.43], [-5.57, 2.79, 0.06], [-6.28, 2.31, 1.63], [-7.91, 3.69, 0.64], [-8.54, 2.07, 0.35], [-7.05, 1.27, -1.99], [-7.61, 2.44, -3.18], [-9.33, 0.83, -3.19], [-9.98, 2.17, -2.20], [-11.36, 0.95, -0.75], [-10.80, -0.65, -0.21], [-11.13, -0.38, -1.94], [-9.54, 0.18, 5.71], [-8.44, 1.02, 6.02], [-7.82, 1.54, 4.84], [-6.89, 2.69, 5.20], [-7.58, 3.93, 5.36], [-8.32, 4.08, 6.57], [-7.43, 4.35, 7.78], [-6.90, 3.13, 8.29], [-5.84, 3.35, 9.21], [-9.22, -0.66, 5.08], [-9.95, -0.20, 6.64], [-10.32, 0.76, 5.20], [-8.58, 1.88, 4.13], [-7.24, 0.73, 4.39], [-6.20, 2.85, 4.36], [-6.28, 2.47, 6.08], [-8.98, 3.22, 6.74], [-8.96, 4.95, 6.42], [-8.02, 4.81, 8.58], [-6.61, 5.02, 7.49], [-5.00, 3.84, 8.71], [-5.50, 2.38, 9.58], [-6.19, 3.95, 10.05], [0.43, 2.71, 11.06], [-0.01, 2.87, 9.72], [0.99, 3.47, 8.90], [0.64, 3.30, 7.43], [1.01, 2.02, 6.91], [0.17, 0.93, 7.29], [-1.16, 0.92, 6.55], [-2.09, 1.81, 7.16], [-3.22, 2.06, 6.35], [0.70, 3.67, 11.50], [-0.39, 2.28, 11.64], [1.28, 2.02, 11.10], [1.97, 3.01, 9.10], [1.03, 4.53, 9.15], [1.22, 4.02, 6.86], [-0.42, 3.51, 7.23], [0.03, 0.90, 8.38], [0.72, 0.03, 7.01], [-1.60, -0.08, 6.58], [-1.00, 1.22, 5.50], [-2.91, 2.56, 5.42], [-3.89, 2.72, 6.89], [-3.74, 1.13, 6.12]], "smiles": "C#CCc1cc2nccnc2c(C#C)c1CCCCCCCCOC.COCCOCCOC.COCCOCCOC.COCCOCCOC.COCCOCCOC", "mol_weight_g_mol": 871.16, "max_force_ev_per_a": 6.5, "orbital_gap_ev": 7.15}

---

7.
{"formula": "C2HN4", "method": "ωB97M-V with the def2-TZVPD basis set", "elements": ["C", "C", "N", "N", "N", "N", "H"], "coordinates": [[-2.02, -0.32, -0.04], [-1.03, 0.59, 0.06], [-2.84, -1.13, -0.05], [2.32, -0.68, -0.05], [3.04, -1.51, -0.02], [-0.21, 1.41, -0.09], [0.73, 1.64, 0.20]], "multiplicity": 3, "mol_weight_g_mol": 81.06, "max_force_ev_per_a": 11.0, "orbital_gap_ev": [6.85, 5.95], "total_charge": 1}

---

8.
{"formula": "C26H29BrF6N2OPdSb", "method": "ωB97M-V with the def2-TZVPD basis set", "elements": ["Pd", "C", "C", "C", "C", "C", "C", "C", "Br", "C", "O", "C", "C", "C", "C", "C", "C", "H", "H", "H", "H", "H", "H", "H", "H", "H", "H", "H", "H", "H", "H", "H", "H", "H", "H", "H", "H", "C", "C", "C", "C", "C", "C", "N", "N", "C", "C", "C", "C", "C", "C", "H", "H", "H", "H", "H", "H", "H", "H", "H", "F", "Sb", "F", "F", "F", "F", "F"], "coordinates": [[-0.17, -0.56, 1.30], [6.93, -2.99, 0.35], [5.93, -4.12, 0.09], [6.19, -5.27, 1.08], [6.09, -4.63, -1.36], [4.50, -3.66, 0.31], [4.18, -2.45, 0.93], [2.83, -2.06, 1.11], [2.48, -0.49, 1.96], [1.71, -2.84, 0.62], [0.54, -2.41, 0.66], [2.04, -4.16, 0.09], [3.43, -4.46, -0.09], [0.98, -5.16, -0.24], [1.54, -6.49, -0.76], [0.19, -5.46, 1.06], [0.05, -4.57, -1.33], [7.93, -3.35, 0.11], [6.94, -2.68, 1.39], [6.74, -2.12, -0.28], [7.21, -5.63, 0.93], [5.51, -6.11, 0.91], [6.09, -4.94, 2.11], [7.14, -4.87, -1.52], [5.80, -3.87, -2.09], [5.52, -5.54, -1.55], [4.96, -1.78, 1.26], [3.67, -5.39, -0.58], [2.20, -6.98, -0.04], [2.06, -6.38, -1.71], [0.70, -7.17, -0.93], [0.82, -5.97, 1.79], [-0.64, -6.12, 0.81], [-0.21, -4.56, 1.53], [0.57, -4.49, -2.28], [-0.36, -3.59, -1.07], [-0.79, -5.26, -1.46], [-1.24, 5.71, -1.67], [-0.84, 4.75, -2.59], [-1.07, 3.41, -2.31], [-1.71, 3.08, -1.11], [-2.12, 4.04, -0.18], [-1.88, 5.37, -0.48], [-1.96, 1.72, -0.91], [-2.69, 1.22, -0.12], [-2.96, -0.08, 0.31], [-4.31, -0.44, 0.22], [-4.71, -1.72, 0.54], [-3.77, -2.64, 0.96], [-2.43, -2.28, 1.08], [-2.03, -0.99, 0.78], [-1.05, 6.75, -1.89], [-0.35, 5.03, -3.51], [-0.77, 2.63, -2.99], [-2.59, 3.74, 0.74], [-2.18, 6.14, 0.22], [-5.02, 0.31, -0.12], [-5.75, -1.99, 0.46], [-4.06, -3.65, 1.21], [-1.71, -3.01, 1.43], [0.49, 0.49, -0.34], [1.44, 2.62, 0.83], [-0.93, 1.08, 1.92], [1.80, 3.55, -0.79], [0.87, 4.20, 1.63], [3.32, 2.51, 1.01], [1.55, 1.80, 2.61]], "multiplicity": 6, "mol_weight_g_mol": 807.60, "max_force_ev_per_a": 1.1, "orbital_gap_ev": [7.49, 3.99], "total_charge": 2}